Computed, not measured: an isolated molecule of C18H13BF3N3O4, with the ωB97M-V functional and the def2-TZVPD basis.

Atoms and positions in Å:
1 O -0.819 -3.686 -2.090
2 C -0.857 -2.640 -1.374
3 N -1.735 -2.568 -0.264
4 C -2.689 -1.663 0.148
5 C -2.652 -0.344 -0.287
6 C -3.637 0.541 0.061
7 C -4.578 0.135 1.010
8 C -4.582 -1.184 1.425
9 C -3.723 -2.126 0.963
10 B -3.947 -3.599 1.411
11 O -2.769 -4.382 1.589
12 O -5.277 -3.939 1.730
13 C -0.137 -1.448 -1.711
14 C 0.886 -1.553 -2.630
15 C 1.778 -0.587 -2.815
16 C 1.588 0.635 -2.123
17 O 2.671 1.508 -2.234
18 C 3.204 1.950 -1.085
19 C 3.879 3.161 -1.140
20 C 4.425 3.766 -0.030
21 C 4.088 3.079 1.140
22 C 4.640 3.678 2.414
23 F 4.489 4.998 2.327
24 F 5.994 3.417 2.276
25 F 4.194 3.066 3.507
26 C 3.295 1.897 1.126
27 N 2.905 1.282 0.017
28 C 0.437 0.779 -1.328
29 N -0.372 -0.233 -1.072
30 H -1.860 -3.449 0.213
31 H -1.975 -0.044 -1.058
32 H -3.668 1.532 -0.433
33 H -5.282 0.867 1.449
34 H -5.376 -1.485 2.139
35 H -2.391 -5.110 2.043
36 H -5.742 -4.757 1.991
37 H 1.095 -2.588 -2.904
38 H 2.554 -0.657 -3.546
39 H 3.923 3.717 -2.083
40 H 4.611 4.833 0.000
41 H 3.218 1.439 2.088
42 H 0.192 1.760 -0.861

Results
- SMILES: O=C(Nc1ccccc1B(O)O)c1ccc(Oc2ccc(C(F)(F)F)cn2)cn1
- E_HOMO: -7.73 eV
- 2S+1: 1
- Kohn-Sham gap: 7.4 eV